ORCA calculation (ωB97M-V with the def2-TZVPD basis set) on 2 unconnected molecules or ions with the total composition C5H10N2 in a non-equilibrium geometry.

Output
Energy above the lowest of the compared OMol25 structures with the same formula, charge and spin ... 98.8 kcal/mol
HOMO-LUMO gap (spin up / spin down) ... 7.546 / 7.547 eV
LUMO level (spin up / spin down) ... -0.376 / -0.378 eV
DFT total energy ... -305.8665 a.u.
Spin multiplicity ... 1
Structure (SMILES) ... [H]/N=C(/N)C=C.C=C
Highest occupied orbital energy (spin up / spin down) ... -7.92 / -7.92 eV

Atoms and positions in Å:
C: -1.11530 -0.14577 0.98745
N: -0.86338 -1.23803 1.77800
C: 1.45784 -0.18195 -0.10691
C: 2.10708 0.63210 -0.94206
N: -1.75484 0.83260 1.49069
H: -0.27204 -1.98270 1.45112
H: -1.15623 -1.15118 2.73782
H: -1.92626 1.58158 0.82868
H: 1.46816 -0.01050 0.96108
H: 2.06216 0.52665 -2.01281
H: 2.69824 1.46330 -0.58644
C: -0.60414 -0.23784 -0.41520
C: -0.96031 0.61203 -1.38842
H: -1.37899 0.27682 -2.32479
H: -0.40171 -1.34219 -0.69702
H: 1.37035 -1.30020 -0.37049
H: -0.73063 1.66529 -1.39071

=====

ORCA calculation (ωB97M-V with the def2-TZVPD basis set) on a molecular structure, C5H10N2 in a non-equilibrium geometry.

Output
Energy above the lowest of the compared OMol25 structures with the same formula, charge and spin ... 100.2 kcal/mol
HOMO-LUMO gap ... 8.717 eV
LUMO level ... 0.375 eV
DFT total energy ... -305.8642 a.u.
Spin multiplicity ... 1
Highest occupied orbital energy ... -8.34 eV

Atoms and positions in Å:
C: -0.41573 -1.82506 -1.15278
C: -0.74374 -0.38390 1.46143
N: 0.47033 -0.93651 -0.41159
C: 0.44440 0.47359 -0.68542
C: -0.01703 1.18627 0.47766
C: 0.52217 2.28348 0.99211
N: 0.74503 0.85267 -1.86607
H: 1.43902 -1.24976 -0.45491
H: 0.79073 1.86683 -1.92351
H: -0.21261 -1.78674 -2.22758
H: -1.44910 -1.52820 -0.97926
H: -0.27515 -2.84447 -0.79527
H: -0.65642 0.13816 2.40438
H: -1.75792 -0.35803 1.08183
H: -0.39820 -1.39887 1.63287
H: 0.14877 2.71474 1.91480
H: 1.36546 2.79580 0.53130

=====

ORCA calculation (ωB97M-V with the def2-TZVPD basis set) on a single C5H10N2 molecule.

Output
Energy above the lowest of the compared OMol25 structures with the same formula, charge and spin ... 50.1 kcal/mol
HOMO-LUMO gap ... 10.345 eV
LUMO level ... 1.149 eV
DFT total energy ... -305.9440 a.u.
Spin multiplicity ... 1
Structure (SMILES) ... C[C@H]1N[C@H]1[C@H]1CN1
Highest occupied orbital energy ... -9.20 eV

Atoms and positions in Å:
C: -2.06348 -0.16939 0.04383
C: -1.09318 -0.35047 -1.09625
N: -0.18611 0.74129 -1.46637
C: 0.36460 -0.46776 -0.86060
C: 1.03746 -0.55593 0.48357
C: 2.10647 0.40568 0.83042
N: 0.90194 0.32795 1.64548
H: -2.77691 0.62973 -0.18592
H: -1.54713 0.07639 0.97653
H: -2.62914 -1.08959 0.21710
H: -1.49338 -0.87725 -1.96316
H: -0.26530 1.51161 -0.80368
H: 0.93269 -1.06200 -1.57892
H: 1.17134 -1.58853 0.80507
H: 3.03213 0.07148 1.28778
H: 2.20333 1.26072 0.16442
H: 0.30466 1.13608 1.50070

=====

ORCA calculation (ωB97M-V with the def2-TZVPD basis set) on a single C5H10N2 molecule in a non-equilibrium geometry.

Output
Energy above the lowest of the compared OMol25 structures with the same formula, charge and spin ... 66.0 kcal/mol
HOMO-LUMO gap ... 8.118 eV
LUMO level ... 0.876 eV
DFT total energy ... -305.9187 a.u.
Spin multiplicity ... 1
Highest occupied orbital energy ... -7.24 eV

Atoms and positions in Å:
C: -0.37734 0.82271 -0.54941
C: -0.58781 -0.02628 -1.87434
C: -0.26132 0.04293 0.75323
C: 0.67026 -1.03517 0.46270
C: 0.09049 0.80240 1.98705
N: 0.90564 -1.40319 -0.80256
N: 0.45459 -0.99467 -2.01691
H: 0.65344 1.22973 -0.78072
H: -1.16486 1.60794 -0.56961
H: -1.58998 -0.49078 -2.06577
H: -0.48470 0.71729 -2.69191
H: -1.24135 -0.30569 0.98214
H: 1.01248 -1.78761 1.15766
H: 0.07456 0.08203 2.71567
H: -0.70029 1.64551 2.23838
H: 0.99950 1.31216 1.99171
H: 1.54669 -2.21931 -0.93731

=====

ORCA calculation (ωB97M-V with the def2-TZVPD basis set) on a molecular structure, C5H10N2 in a non-equilibrium geometry.

Output
Energy above the lowest of the compared OMol25 structures with the same formula, charge and spin ... 149.1 kcal/mol
HOMO-LUMO gap ... 9.157 eV
LUMO level ... 0.649 eV
DFT total energy ... -305.7863 a.u.
Spin multiplicity ... 1
Highest occupied orbital energy ... -8.51 eV

Atoms and positions in Å:
C: -1.76128 1.20029 0.03779
C: -1.27240 -0.22463 -0.11050
C: 1.25284 -1.05873 -0.10670
C: 2.35189 -0.00097 0.11214
C: 1.25494 1.01561 -0.11093
H: -1.58948 1.40854 1.42262
H: -1.22170 2.08123 -0.70307
H: -2.88485 1.36579 -0.03882
H: -2.90809 -0.91916 0.01943
H: 1.35528 -1.64868 -0.91750
H: 1.34259 -2.05627 0.56525
H: 2.57678 -0.06997 1.31462
H: 3.19328 0.24271 -0.58072
H: 1.57702 1.79982 0.75279
H: 0.79903 1.60224 -1.34872
N: -2.02034 -1.25226 0.01853
N: 0.13523 -0.08997 0.06480

=====

ORCA calculation (ωB97M-V with the def2-TZVPD basis set) on a molecular structure, C5H10N2 in a non-equilibrium geometry.

Output
Energy above the lowest of the compared OMol25 structures with the same formula, charge and spin ... 210.7 kcal/mol
HOMO-LUMO gap ... 9.194 eV
LUMO level ... 0.619 eV
DFT total energy ... -305.6881 a.u.
Spin multiplicity ... 1
Highest occupied orbital energy ... -8.58 eV

Atoms and positions in Å:
C: 0.14016 -0.91329 0.16171
C: 1.34906 0.02977 0.19258
C: 0.58812 1.40114 -0.43834
C: -0.94283 0.07744 0.62933
C: -1.12983 -1.33215 1.02893
H: -0.98847 -0.70054 -1.70838
H: 1.28508 -1.15082 -1.59213
H: 1.66830 0.28287 1.31654
H: 2.08067 -0.34598 -0.46033
H: 0.84277 1.43337 -1.40870
H: 1.12381 2.37490 -0.01755
H: -1.30158 2.10501 0.05904
H: -0.41118 0.71069 1.43314
H: -1.72812 -2.06735 0.37096
H: -1.59602 -1.64328 2.12275
N: -0.04376 -1.53167 -1.20327
N: -0.93618 1.26987 -0.48627

=====

ORCA calculation (ωB97M-V with the def2-TZVPD basis set) on a single C5H10N2 molecule.

Output
Energy above the lowest of the compared OMol25 structures with the same formula, charge and spin ... 110.1 kcal/mol
HOMO-LUMO gap ... 9.704 eV
LUMO level ... 1.061 eV
DFT total energy ... -305.8484 a.u.
Spin multiplicity ... 1
Highest occupied orbital energy ... -8.64 eV

Atoms and positions in Å:
C: -0.22029 1.86499 0.61080
C: -0.29988 1.40257 -0.83451
N: 0.70542 0.19624 -1.61853
C: -0.45521 -0.17220 -1.01076
C: -0.40647 -1.01967 0.25119
C: 0.36905 -2.28190 0.18921
N: 0.86556 -1.13549 0.94399
H: -0.04694 2.94483 0.65239
H: 0.58696 1.36003 1.14442
H: -1.15777 1.64473 1.12719
H: -1.06688 1.86852 -1.45498
H: 0.67345 1.69019 -1.34715
H: -1.34840 -0.38635 -1.62165
H: -1.28564 -0.97381 0.89283
H: 0.07056 -3.13980 0.78801
H: 0.85435 -2.52542 -0.75566
H: 1.55005 -0.64974 0.35930

=====

ORCA calculation (ωB97M-V with the def2-TZVPD basis set) on a single C5H10N2 molecule in a non-equilibrium geometry.

Output
Energy above the lowest of the compared OMol25 structures with the same formula, charge and spin ... 45.8 kcal/mol
HOMO-LUMO gap ... 8.240 eV
LUMO level ... 0.786 eV
DFT total energy ... -305.9509 a.u.
Spin multiplicity ... 1
Structure (SMILES) ... C=C(CC)/N=C\N
Highest occupied orbital energy ... -7.45 eV

Atoms and positions in Å:
C: -1.01641 1.47188 0.33763
C: 0.18077 -1.03084 0.23481
C: 1.16767 -0.98942 1.39605
N: -2.25946 1.10030 -0.04972
C: 1.14756 0.01262 -1.96858
N: 0.06082 1.44972 -0.38015
C: 0.50049 0.25524 -0.83263
H: -0.97289 2.04720 1.25024
H: -2.36378 0.48079 -0.83522
H: -3.08170 1.36388 0.45945
H: -0.83734 -1.14160 0.61425
H: 0.35401 -1.90795 -0.38591
H: 0.99916 -0.10819 2.01539
H: 2.19910 -0.95140 1.02991
H: 1.07986 -1.88457 2.01697
H: 1.18004 0.75119 -2.75613
H: 1.66211 -0.91885 -2.14636

=====

ORCA calculation (ωB97M-V with the def2-TZVPD basis set) on a single C5H10N2O molecule in a non-equilibrium geometry.

Output
Energy above the lowest of the compared OMol25 structures with the same formula, charge and spin ... 104.2 kcal/mol
HOMO-LUMO gap ... 9.830 eV
LUMO level ... 0.986 eV
DFT total energy ... -381.1194 a.u.
Spin multiplicity ... 1
Structure (SMILES) ... C/N=N/[C@]1(O)C[C@H]1C
Highest occupied orbital energy ... -8.84 eV

Atoms and positions in Å:
C: 1.32351 0.99192 1.08491
C: 1.35601 0.48459 -0.34320
C: 0.32252 0.03245 0.60844
C: 2.44517 -0.44656 -0.79318
C: -3.26575 -0.02090 -0.39056
N: -1.26233 0.61900 0.08451
N: -2.03232 -0.33625 0.17201
O: 0.14037 -1.20333 1.10340
H: 2.03009 0.44342 1.76626
H: 1.26327 2.03005 1.40848
H: 0.90168 1.07299 -1.14500
H: 2.29828 -0.83570 -1.70106
H: 2.49422 -1.21054 -0.10984
H: 3.45356 -0.08231 -0.74374
H: -3.77952 -0.82996 -0.89471
H: -3.28571 0.86877 -1.00082
H: -3.81174 0.10442 0.44887
H: -0.59130 -1.68207 0.44523

=====

ORCA calculation (ωB97M-V with the def2-TZVPD basis set) on a single C5H10N2O molecule in a non-equilibrium geometry.

Output
Energy above the lowest of the compared OMol25 structures with the same formula, charge and spin ... 52.3 kcal/mol
HOMO-LUMO gap ... 10.030 eV
LUMO level ... 0.632 eV
DFT total energy ... -381.2020 a.u.
Spin multiplicity ... 1
Structure (SMILES) ... C=CCCNC(N)=O
Highest occupied orbital energy ... -9.40 eV

Atoms and positions in Å:
C: 0.58290 0.30558 0.76735
C: 1.52220 -0.71232 0.15487
C: 0.82538 -1.89496 -0.69456
C: -0.37382 -2.48036 -0.18697
N: -0.48483 0.49133 -0.19402
C: -1.39818 1.57112 -0.36062
N: -0.79207 2.84215 0.05631
O: -2.50982 1.52569 -0.89107
H: 0.03618 -0.12640 1.65580
H: 1.03413 1.17236 1.10565
H: 2.04494 -0.14588 -0.61377
H: 2.27460 -1.08776 0.93562
H: 1.39848 -2.26587 -1.58733
H: -1.16955 -1.90979 0.26590
H: -0.66351 -3.44183 -0.61598
H: -0.47457 -0.07012 -1.02351
H: -1.50261 3.44839 0.30165
H: -0.34986 2.77868 0.92467

=====

ORCA calculation (ωB97M-V with the def2-TZVPD basis set) on 2 unconnected molecules or ions with the total composition C5H10N2O in a non-equilibrium geometry.

Output
Energy above the lowest of the compared OMol25 structures with the same formula, charge and spin ... 100.1 kcal/mol
HOMO-LUMO gap (spin up / spin down) ... 7.700 / 7.697 eV
LUMO level (spin up / spin down) ... 0.555 / 0.553 eV
DFT total energy ... -381.1260 a.u.
Spin multiplicity ... 1
Structure (SMILES) ... C/C(O)=C\N.CC#N
Highest occupied orbital energy (spin up / spin down) ... -7.15 / -7.14 eV

Atoms and positions in Å:
C: 0.09093 0.29837 0.86131
C: -0.07399 -1.05892 0.50459
C: 1.33007 0.60917 1.69858
C: -0.55332 0.67335 -2.88871
N: 0.70092 -2.11667 0.88518
O: -0.94129 0.86897 1.62599
C: -0.93778 0.90516 -1.35338
N: -1.97522 1.18483 -0.88747
H: -1.76568 0.84100 1.11991
H: -0.98071 -1.33810 -0.01225
H: 1.37506 -1.97155 1.62373
H: 0.28192 -3.03567 0.90770
H: 1.24329 1.55286 2.23151
H: 2.26064 0.54354 1.13987
H: 1.46621 -0.04690 2.56290
H: -0.48589 1.66909 -3.32831
H: -1.37154 0.30205 -3.50521
H: 0.33641 0.11944 -3.18594

=====

ORCA calculation (ωB97M-V with the def2-TZVPD basis set) on a single C5H10N2O molecule in a non-equilibrium geometry.

Output
Energy above the lowest of the compared OMol25 structures with the same formula, charge and spin ... 125.7 kcal/mol
HOMO-LUMO gap ... 9.986 eV
LUMO level ... 0.908 eV
DFT total energy ... -381.0851 a.u.
Spin multiplicity ... 1
Structure (SMILES) ... C/C=N\N=C(/C)OC
Highest occupied orbital energy ... -9.08 eV

Atoms and positions in Å:
C: -1.94671 1.40946 1.29614
C: -0.70503 0.71880 -0.68799
C: -1.24644 0.16807 -2.10645
C: 1.97705 -1.21382 -0.21387
C: 2.54025 -1.15412 1.17747
H: -2.35349 0.41327 1.63495
H: -0.96904 1.64505 1.92200
H: -2.62083 2.33731 1.56741
H: -2.36118 0.15788 -2.60116
H: -0.72996 0.66009 -3.04348
H: -1.19177 -0.94940 -2.28690
H: 2.62191 -1.72749 -0.75515
H: 1.72207 -0.38178 1.59809
H: 2.27888 -2.16945 1.76588
H: 3.60353 -1.01354 1.45424
N: 0.24180 0.35443 0.15416
N: 0.98559 -0.59405 -0.69641
O: -1.84663 1.33927 -0.17894

=====

Repeat the ninth record exactly.
ORCA calculation (ωB97M-V with the def2-TZVPD basis set) on a single C5H10N2O molecule in a non-equilibrium geometry.

Output
Energy above the lowest of the compared OMol25 structures with the same formula, charge and spin ... 104.2 kcal/mol
HOMO-LUMO gap ... 9.830 eV
LUMO level ... 0.986 eV
DFT total energy ... -381.1194 a.u.
Spin multiplicity ... 1
Structure (SMILES) ... C/N=N/[C@]1(O)C[C@H]1C
Highest occupied orbital energy ... -8.84 eV

Atoms and positions in Å:
C: 1.32351 0.99192 1.08491
C: 1.35601 0.48459 -0.34320
C: 0.32252 0.03245 0.60844
C: 2.44517 -0.44656 -0.79318
C: -3.26575 -0.02090 -0.39056
N: -1.26233 0.61900 0.08451
N: -2.03232 -0.33625 0.17201
O: 0.14037 -1.20333 1.10340
H: 2.03009 0.44342 1.76626
H: 1.26327 2.03005 1.40848
H: 0.90168 1.07299 -1.14500
H: 2.29828 -0.83570 -1.70106
H: 2.49422 -1.21054 -0.10984
H: 3.45356 -0.08231 -0.74374
H: -3.77952 -0.82996 -0.89471
H: -3.28571 0.86877 -1.00082
H: -3.81174 0.10442 0.44887
H: -0.59130 -1.68207 0.44523